Formula: C22H13BMnN7O12S
Source: OMol25
Level of theory: wB97M-V/def2-TZVPD

energy above the lowest of the compared OMol25 structures with the same formula, charge and spin	0.0	kJ/mol
<S²>	0.87
net charge	-1
largest force on an atom	0.0163	Eh/bohr
HOMO-LUMO gap (alpha / beta)	5.53 / 6.49	eV
multiplicity	2
molecular weight	665.200	g/mol
LUMO energy (alpha / beta)	-0.828 / 0.129	eV
E	-100856.152	eV

Each line ends with the Löwdin spin population.
Element x y z (Å)
Mn 0.2368 1.5037 1.1264  1.2551
O -3.1320 3.5637 0.3224  -0.0035
C -2.0024 3.1330 0.2119  0.0017
O -1.4192 2.4018 1.1146  0.0032
C -1.2054 3.4695 -1.0286  -0.0020
C -1.7009 4.4542 -1.8638  0.0011
C -1.0221 4.7862 -3.0223  -0.0037
C 0.1482 4.1512 -3.3891  0.0007
C 0.6444 3.1807 -2.5491  -0.0031
C -0.0154 2.8014 -1.3627  0.0054
O 0.4692 1.8114 -0.6473  0.0036
N 1.9044 2.5370 -2.9440  -0.0002
O 2.6739 2.1785 -2.0738  0.0011
O 2.1120 2.4210 -4.1356  -0.0009
N -1.5544 5.8362 -3.8972  -0.0003
O -2.5889 6.3765 -3.5651  -0.0005
O -0.9282 6.0992 -4.9062  -0.0008
H -2.6255 4.9451 -1.5966  0.0000
H 0.6634 4.4087 -4.3016  0.0001
N 4.2943 4.5658 4.6659  0.0009
C 3.2533 4.5279 4.1627  0.0002
N 2.0332 4.5539 3.6450  0.0024
C 1.6580 3.6751 2.8084  0.0005
N 1.2316 2.9020 2.0419  -0.0147
N 2.0640 0.4783 0.9265  -0.0130
C 1.9693 -0.9570 0.8547  -0.0007
C 1.3867 -1.5489 -0.2595  -0.0023
C 1.2350 -2.9308 -0.2993  0.0002
C 1.6391 -3.7053 0.7767  -0.0022
C 2.2171 -3.1060 1.8879  -0.0005
C 2.3878 -1.7325 1.9273  -0.0012
S 1.4080 -5.4797 0.7885  0.0000
O 0.6024 -5.7212 1.9835  -0.0003
O 0.7063 -5.7752 -0.4508  0.0000
O 2.7481 -6.0262 0.8791  -0.0003
H 2.3912 0.8781 0.0464  0.0011
H 2.7029 0.7705 1.6587  -0.0002
H 1.0674 -0.9276 -1.0889  0.0000
H 0.7929 -3.4203 -1.1577  0.0001
H 2.5320 -3.7238 2.7186  0.0000
H 2.8434 -1.2604 2.7912  0.0000
O -2.0439 -1.2134 0.0760  -0.0024
B -1.3408 -1.3199 1.2463  -0.0233
O -1.2976 -2.5787 1.7673  -0.0064
C -1.9745 -3.3459 0.8260  -0.0018
C -2.1590 -4.7079 0.8072  -0.0003
C -2.8667 -5.2036 -0.2829  -0.0006
C -3.3506 -4.3709 -1.2887  -0.0003
C -3.1392 -2.9951 -1.2638  -0.0003
C -2.4362 -2.5167 -0.1828  -0.0002
H -1.7127 -5.3462 1.5565  0.0000
H -3.0148 -6.2716 -0.3639  0.0000
H -3.8860 -4.8055 -2.1224  0.0000
H -3.4912 -2.3370 -2.0455  0.0000
N -0.1894 0.5494 2.8113  -0.0397
C -0.6111 -0.0790 1.8474  -0.1425
H -0.3083 0.4463 3.8127  -0.0097

Cartesian forces (eV/Å) of the 2 atoms listed first:
Mn 0.267 0.268 -0.405
O 0.120 -0.041 0.024